<i>
46
Properties=species:S:1:pos:R:3 method="wB97M-V/def2-TZVPD" total_charge=0
O 0.740 4.766 2.141
C -0.497 4.441 2.086
O -1.482 5.219 2.253
H -1.093 6.242 2.460
C -0.921 3.284 1.873
C 0.277 2.124 1.939
C 0.163 0.770 1.933
N -1.026 0.087 1.472
C -2.062 0.378 0.709
O -2.315 1.366 0.138
O -2.912 -0.817 0.792
C -4.075 -0.530 -0.039
C -4.132 -1.080 -1.230
C -3.308 -0.822 -2.286
C -3.126 -1.331 -3.541
C -3.665 -2.703 -3.477
C -4.546 -3.141 -2.467
C -4.613 -2.537 -1.295
H -5.260 -3.048 -0.731
H -4.867 -4.303 -2.633
H -3.530 -3.143 -4.598
H -2.428 -1.121 -4.142
H -2.831 0.128 -2.147
H -4.334 0.400 0.013
H -4.943 -0.951 0.386
H -1.040 -0.982 1.794
C 1.237 -0.024 1.884
O 1.199 -1.488 1.679
O 2.519 0.454 2.012
C 3.607 -0.343 2.028
C 4.264 -0.602 0.482
C 3.818 -1.499 -0.280
C 4.273 -1.831 -1.488
C 5.223 -0.792 -1.922
C 5.696 0.205 -1.156
C 5.206 0.144 -0.016
H 5.514 1.251 0.527
H 6.415 0.661 -1.387
H 5.666 -1.093 -2.979
H 4.083 -2.734 -2.042
H 2.929 -2.327 0.343
H 3.548 -1.446 2.621
H 4.418 0.285 2.659
H 1.253 2.588 2.020
H -1.430 2.830 2.642
H -1.610 3.064 0.970

***

<ii>
46
Properties=species:S:1:pos:R:3 method="wB97M-V/def2-TZVPD" smiles="COc1ccc(C(=O)COC(=O)CCCn2c(=O)oc3ccccc32)cc1" total_charge=0
C 0.623 2.171 4.273
O 1.716 2.079 3.381
C 1.713 1.096 2.465
C 2.690 1.178 1.462
C 2.709 0.265 0.440
C 1.770 -0.777 0.380
C 1.798 -1.648 -0.794
O 2.623 -1.536 -1.678
C 0.747 -2.763 -0.908
O -0.574 -2.261 -1.113
C -1.522 -2.592 -0.236
O -1.322 -3.208 0.780
C -2.887 -2.111 -0.670
C -3.403 -0.979 0.234
C -3.209 0.421 -0.354
N -1.834 0.844 -0.453
C -1.203 1.537 0.553
O -1.640 1.760 1.651
O 0.009 1.950 0.110
C 0.154 1.509 -1.177
C 1.219 1.687 -2.032
C 1.105 1.128 -3.296
C -0.038 0.442 -3.682
C -1.115 0.279 -2.824
C -1.000 0.814 -1.555
C 0.859 -0.903 1.431
C 0.825 0.020 2.455
H 0.754 3.115 4.800
H 0.628 1.351 4.997
H -0.325 2.180 3.727
H 3.397 1.991 1.503
H 3.437 0.334 -0.353
H 0.997 -3.358 -1.792
H 0.762 -3.396 -0.014
H -2.847 -1.796 -1.711
H -3.554 -2.970 -0.583
H -2.913 -1.033 1.207
H -4.473 -1.108 0.396
H -3.709 1.139 0.303
H -3.653 0.478 -1.351
H 2.095 2.231 -1.723
H 1.923 1.228 -3.991
H -0.093 0.024 -4.675
H -2.002 -0.244 -3.144
H 0.167 -1.728 1.473
H 0.090 -0.094 3.235

***

Most stable: <ii>

***

<i>
56
Properties=species:S:1:pos:R:3 method="wB97M-V/def2-TZVPD" smiles="CCCC1(CCC)C(=O)NC(=NCCc2ccc(OC)c(OC)c2)NC1=O" total_charge=0
C -4.373 -0.536 -2.896
C -3.253 0.128 -2.106
C -2.917 -0.674 -0.849
C -1.819 0.001 -0.011
C -1.396 -0.873 1.204
C -2.541 -1.322 2.109
C -1.989 -1.948 3.385
C -0.554 0.123 -0.837
O -0.129 -0.768 -1.537
N 0.148 1.289 -0.717
C -0.171 2.389 0.067
N 0.518 3.430 0.256
C 1.825 3.633 -0.302
C 2.933 3.060 0.607
C 2.796 1.573 0.746
C 2.212 1.009 1.867
C 1.983 -0.353 1.916
C 2.315 -1.190 0.858
O 1.985 -2.500 1.024
C 1.730 -3.303 -0.113
C 2.976 -0.638 -0.259
O 3.395 -1.491 -1.241
C 3.901 -0.955 -2.437
C 3.185 0.735 -0.297
N -1.422 2.330 0.645
C -2.332 1.311 0.557
O -3.453 1.457 0.985
H -4.604 0.041 -3.789
H -4.080 -1.538 -3.201
H -5.273 -0.608 -2.291
H -2.365 0.212 -2.737
H -3.562 1.136 -1.819
H -2.576 -1.670 -1.132
H -3.814 -0.762 -0.236
H -0.677 -0.299 1.795
H -0.877 -1.753 0.818
H -3.172 -0.469 2.363
H -3.157 -2.056 1.589
H -1.334 -2.783 3.148
H -2.801 -2.314 4.009
H -1.420 -1.218 3.957
H 1.058 1.299 -1.166
H 1.927 3.211 -1.312
H 1.956 4.717 -0.371
H 3.898 3.321 0.168
H 2.853 3.533 1.586
H 1.921 1.635 2.697
H 1.525 -0.807 2.781
H 1.182 -4.168 0.264
H 2.655 -3.637 -0.586
H 1.119 -2.770 -0.845
H 4.101 -1.812 -3.077
H 4.833 -0.403 -2.274
H 3.168 -0.306 -2.928
H 3.681 1.176 -1.150
H -1.718 3.178 1.114

***

<ii>
56
Properties=species:S:1:pos:R:3 method="wB97M-V/def2-TZVPD" total_charge=0
C -6.244 -2.237 -0.314
O -5.903 -1.642 0.843
C -4.543 -1.270 1.103
C -4.039 -0.238 0.284
C -3.207 -0.875 -1.006
C -2.679 0.397 -1.553
N -1.894 1.136 -0.534
C -2.633 1.843 0.242
C -3.279 0.721 1.095
H -3.782 1.077 1.990
H -2.480 0.300 1.646
H -2.071 2.533 0.895
H -3.393 2.287 -0.149
C -0.975 2.348 -1.348
C 0.021 2.845 -0.611
C 1.097 2.239 0.190
N 1.824 3.095 0.812
N 1.103 4.362 0.792
C 0.186 4.300 -0.107
H -0.641 5.032 -0.135
H 2.577 3.169 1.226
C 1.582 1.017 0.141
C 0.838 -0.042 -0.087
C 1.262 -1.415 -0.028
C 2.701 -1.527 -0.376
C 3.658 -0.568 -0.044
C 3.088 0.513 0.038
H 3.788 1.699 0.066
O 4.829 -0.929 0.089
C 5.874 0.121 0.053
H 5.722 0.927 -0.935
H 6.786 -0.341 -0.197
H 5.807 0.792 0.922
O 3.193 -3.107 -0.250
C 3.903 -3.509 0.900
H 3.364 -3.194 1.841
H 4.881 -2.867 0.881
H 4.182 -4.461 0.945
O 0.321 -2.350 -0.311
C 0.509 -3.644 -0.312
H 1.124 -4.231 0.688
H 1.168 -3.927 -0.988
H -0.437 -4.293 -0.557
H -0.271 -0.136 -0.159
H -1.722 3.133 -1.877
H -0.333 1.688 -2.225
H -1.907 0.004 -2.371
H -3.298 0.950 -2.015
H -3.790 -1.208 -1.653
H -2.550 -1.248 -0.414
H -4.900 0.441 -0.130
H -4.679 -1.055 2.140
H -3.912 -2.211 0.899
H -5.597 -3.207 -0.439
H -7.225 -2.604 -0.282
H -6.081 -1.450 -1.022

***

Most stable: <i>

***

<i>
10
Properties=species:S:1:pos:R:3 method="wB97M-V/def2-TZVPD" total_charge=0
C -0.036 0.493 0.790
C -1.040 -0.401 0.668
C 0.837 -0.017 -0.303
C -0.384 -0.907 -0.522
Cl 0.078 -2.704 -0.713
H 0.162 1.294 1.386
H -1.953 -0.338 1.178
H 1.044 0.862 -0.943
H 1.754 -0.479 -0.147
H -1.047 -0.604 -1.329

***

<ii>
10
Properties=species:S:1:pos:R:3 method="wB97M-V/def2-TZVPD" smiles="C=CC(=C)Cl" total_charge=0
C -1.195 -0.877 -0.881
C -0.599 0.354 -0.606
C 0.439 0.604 0.361
C 1.399 -0.217 1.008
Cl 0.632 2.326 0.824
H -1.272 -1.890 -0.421
H -1.815 -0.720 -1.706
H -1.363 1.316 -1.016
H 2.388 0.329 1.511
H 1.387 -1.224 0.926

***

Most stable: <i>

***

<i>
6
Properties=species:S:1:pos:R:3 method="wB97M-V/def2-TZVPD" total_charge=0 multiplicity=2
O 1.183 -2.175 -0.157
H 0.893 -2.285 0.766
S -0.865 0.547 0.458
S -1.534 2.408 -0.146
H 0.687 -1.355 -0.315
H -0.365 2.859 -0.606

***

<ii>
6
Properties=species:S:1:pos:R:3 method="wB97M-V/def2-TZVPD" total_charge=0 multiplicity=2
O -1.180 -1.001 -1.429
H -1.234 -1.746 -0.804
S 1.166 -0.408 0.914
S 0.545 1.442 0.678
H -0.609 -0.415 -0.910
H 1.312 2.128 1.549

***

Most stable: <ii>